No. 1
{
  "formula": "C52H43BrIN11O6Sr",
  "method": "the ωB97M-V functional and the def2-TZVPD basis",
  "symbols": ["Sr", "O", "C", "O", "C", "C", "C", "C", "C", "C", "N", "C", "C", "C", "C", "C", "C", "N", "H", "H", "H", "H", "H", "H", "H", "H", "H", "H", "C", "C", "C", "O", "C", "C", "O", "C", "O", "C", "C", "C", "C", "C", "C", "C", "C", "C", "C", "C", "C", "C", "O", "C", "C", "C", "C", "C", "C", "C", "C", "C", "C", "C", "C", "H", "H", "H", "H", "H", "H", "H", "H", "H", "H", "H", "H", "H", "H", "H", "H", "H", "H", "H", "H", "H", "H", "H", "H", "H", "H", "H", "H", "N", "C", "N", "N", "N", "N", "C", "N", "N", "N", "N", "H", "Br", "C", "C", "C", "C", "C", "C", "I", "H", "H", "H", "H"],
  "coordinates": [[0.05605, -0.23781, -0.38652], [-4.93142, -5.17694, -5.61161], [-4.15845, -5.47170, -4.52128], [-4.08713, -6.62289, -4.17220], [-3.47349, -4.34129, -3.86574], [-3.66845, -3.00422, -4.20817], [-3.01770, -1.97727, -3.55626], [-2.13769, -2.23571, -2.47204], [-1.91903, -3.60710, -2.15959], [-2.57019, -4.61172, -2.82323], [-1.49176, -1.32767, -1.71704], [-1.80087, 0.06588, -1.89846], [-0.59252, 0.76075, -2.64906], [-0.32490, 0.33910, -3.93843], [0.79830, 0.84219, -4.57708], [1.60908, 1.74404, -3.91542], [1.26698, 2.11115, -2.62523], [0.19251, 1.63975, -1.99770], [-4.85569, -4.23515, -5.79850], [-4.36043, -2.70901, -4.99418], [-3.22141, -0.96571, -3.87945], [-1.23388, -3.83168, -1.35066], [-2.39942, -5.64451, -2.54774], [-2.70544, 0.26417, -2.46921], [-0.95587, -0.40422, -4.40891], [1.05817, 0.50100, -5.57085], [2.51995, 2.11589, -4.36191], [1.88212, 2.78858, -2.04375], [-5.21960, 1.31454, 4.18095], [-3.90296, 0.88705, 3.57141], [-3.22167, -0.21843, 4.36474], [-4.14176, 0.47610, 2.23628], [-2.91672, 0.69208, 1.54493], [-2.31385, 1.93077, 2.23819], [-3.07988, 2.03064, 3.44604], [-0.73936, 1.86827, 2.48276], [-0.15177, 0.95136, 1.64780], [-0.49658, 1.52045, 3.96101], [0.01409, 0.26960, 4.27365], [0.21406, -0.11047, 5.59729], [-0.09734, 0.76001, 6.62834], [-0.61917, 2.01559, 6.32696], [-0.81826, 2.38535, 5.00749], [-0.13540, 3.24752, 2.11220], [-0.38874, 3.74394, 0.83150], [0.22315, 4.89422, 0.36515], [1.12706, 5.57950, 1.17031], [1.41348, 5.08257, 2.43065], [0.79144, 3.92727, 2.89304], [-3.24441, 0.77817, 0.03033], [-1.94974, 0.71712, -0.58877], [-3.88938, 2.10622, -0.35339], [-3.32748, 2.91702, -1.33155], [-3.91626, 4.12855, -1.67782], [-5.07370, 4.55002, -1.04682], [-5.64282, 3.74448, -0.06694], [-5.06187, 2.53454, 0.27289], [-4.13272, -0.41963, -0.34041], [-5.22293, -0.28491, -1.18974], [-6.01972, -1.38168, -1.50801], [-5.72204, -2.62805, -0.98985], [-4.62377, -2.77507, -0.14869], [-3.84036, -1.68341, 0.17657], [-5.91321, 0.47365, 4.20374], [-5.64587, 2.12372, 3.58807], [-5.05350, 1.66639, 5.19935], [-3.93399, -1.02115, 4.56440], [-2.84916, 0.18304, 5.30868], [-2.37410, -0.64297, 3.82657], [-2.23662, -0.15182, 1.69294], [-2.55372, 2.83512, 1.67872], [0.22906, -0.42442, 3.47180], [0.61130, -1.09600, 5.80778], [0.05766, 0.46690, 7.66056], [-0.87470, 2.70493, 7.12408], [-1.24002, 3.35852, 4.78546], [-1.03983, 3.18959, 0.16852], [0.00524, 5.24776, -0.63680], [1.61567, 6.47713, 0.80967], [2.14642, 5.57774, 3.05696], [1.06360, 3.53713, 3.86439], [-2.40345, 2.62015, -1.80909], [-3.45215, 4.74705, -2.43658], [-5.52754, 5.49805, -1.30824], [-6.54788, 4.06124, 0.43743], [-5.51119, 1.90738, 1.02953], [-5.46834, 0.68187, -1.61024], [-6.86395, -1.25327, -2.17526], [-6.32759, -3.48823, -1.24816], [-4.36366, -3.74949, 0.24360], [-2.98440, -1.83068, 0.82401], [2.59059, -3.22825, 0.28441], [1.46531, -3.16892, 1.09413], [1.12312, -4.17735, 1.88974], [0.01164, -3.73622, 2.51088], [-0.28097, -2.54263, 2.10767], [0.64392, -2.13663, 1.20355], [2.92515, -2.41783, -0.78745], [3.93792, -2.73819, -1.58996], [3.98460, -1.72817, -2.47938], [3.06122, -0.86199, -2.21944], [2.36244, -1.26149, -1.12704], [3.07925, -4.10578, 0.30851], [4.71082, 2.43975, 3.91742], [5.36928, 1.44884, 2.40599], [6.75117, 1.35839, 2.30256], [7.31108, 0.67047, 1.23877], [6.48081, 0.08911, 0.28846], [5.10556, 0.19191, 0.41235], [4.51288, 0.86757, 1.48221], [2.42475, 0.92999, 1.63354], [7.37585, 1.82447, 3.05251], [8.38832, 0.59012, 1.15720], [6.89202, -0.45142, -0.55451], [4.47708, -0.25882, -0.34232]],
  "atomic_forces_ev_per_a": [[4.364, -1.594, 3.690], [-0.045, -0.011, -0.049], [0.141, 0.171, 0.129], [-0.024, -0.056, -0.019], [-0.164, -0.142, -0.134], [0.013, 0.087, 0.027], [-0.058, -0.033, 0.015], [0.193, 0.151, 0.172], [-0.078, -0.173, -0.026], [0.106, 0.054, 0.083], [-1.281, 0.011, -0.956], [-0.482, 0.370, -0.960], [-0.752, 0.543, 0.005], [0.061, -0.010, -0.186], [-0.077, -0.080, -0.037], [0.033, 0.081, 0.081], [0.014, 0.064, 0.003], [-0.528, 0.049, -0.810], [0.003, -0.017, -0.001], [0.002, -0.012, -0.005], [-0.011, 0.035, -0.002], [-0.003, 0.015, 0.012], [-0.008, 0.000, -0.005], [-0.078, 0.029, -0.087], [0.024, 0.003, 0.012], [-0.019, -0.009, -0.002], [0.000, 0.007, 0.004], [0.043, -0.022, -0.013], [-0.021, 0.004, 0.018], [0.004, 0.005, -0.082], [-0.018, -0.063, 0.034], [0.039, -0.040, 0.085], [0.065, -0.016, 0.089], [-0.029, 0.029, 0.026], [-0.086, 0.132, -0.097], [0.037, 0.132, 0.012], [-0.486, 0.182, 0.154], [0.036, -0.094, -0.017], [0.107, -0.011, 0.026], [0.018, 0.016, -0.032], [-0.022, 0.020, 0.010], [0.023, -0.041, 0.022], [-0.017, 0.052, -0.032], [0.016, -0.005, 0.026], [-0.016, -0.025, 0.029], [0.008, 0.006, 0.013], [-0.006, -0.011, 0.007], [0.010, -0.002, -0.002], [-0.029, 0.027, 0.035], [-0.047, -0.013, 0.045], [-1.499, 0.278, -1.036], [-0.068, 0.019, 0.041], [0.027, 0.049, 0.039], [0.031, -0.012, -0.013], [-0.017, -0.026, 0.032], [-0.008, 0.028, -0.019], [0.010, -0.027, -0.027], [0.055, 0.001, 0.024], [-0.015, -0.026, -0.042], [0.032, 0.038, -0.028], [0.023, -0.017, -0.002], [0.010, -0.007, -0.037], [-0.004, 0.019, 0.002], [0.011, -0.006, -0.004], [0.006, 0.005, 0.006], [0.000, 0.002, 0.003], [-0.012, 0.005, -0.007], [-0.011, -0.015, 0.000], [-0.069, 0.021, -0.008], [0.032, 0.007, -0.075], [0.085, -0.019, -0.092], [0.008, 0.009, -0.041], [-0.011, -0.003, 0.010], [0.005, 0.004, 0.000], [0.001, 0.001, 0.003], [0.001, -0.019, 0.002], [-0.026, -0.029, -0.031], [0.001, 0.001, 0.001], [0.004, -0.006, -0.007], [-0.003, 0.002, 0.001], [0.016, 0.013, -0.011], [0.002, 0.023, 0.006], [-0.004, -0.002, -0.002], [-0.001, 0.001, -0.004], [0.002, 0.004, 0.003], [-0.002, -0.009, -0.003], [0.005, 0.006, 0.006], [0.002, -0.002, 0.003], [0.005, 0.000, -0.003], [0.001, 0.001, 0.012], [0.007, -0.018, -0.015], [-0.001, 0.031, 0.035], [0.210, -0.051, -0.058], [-0.068, 0.030, 0.002], [0.038, 0.021, -0.028], [-0.036, -0.056, 0.016], [-0.183, -0.145, -0.137], [0.076, -0.078, 0.142], [0.001, 0.079, -0.068], [0.021, -0.044, 0.053], [-0.017, 0.042, -0.014], [-0.224, -0.209, -0.209], [-0.002, -0.008, -0.003], [0.020, -0.150, -0.216], [0.019, 0.196, 0.311], [0.012, -0.020, -0.052], [-0.038, -0.022, -0.021], [0.030, 0.052, 0.046], [-0.027, -0.044, -0.073], [0.293, -0.016, -0.040], [0.348, 0.327, 0.299], [-0.011, 0.002, 0.006], [0.000, 0.006, -0.004], [-0.005, -0.010, 0.004], [-0.061, -0.018, 0.007]],
  "mulliken_charge": [1.282, -0.545, 0.537, -0.620, 1.090, -1.204, -0.375, -0.792, -0.587, -0.719, 0.529, -2.179, 2.965, -1.456, -0.637, -1.016, -0.357, -0.061, 0.277, 0.114, 0.400, 0.545, 0.451, 0.958, 0.506, 0.426, 0.398, 0.418, -1.949, 1.734, -1.418, -0.522, -0.377, -0.744, -0.486, 2.073, 1.370, -0.545, -0.449, -1.045, -0.623, -1.044, 0.611, -0.356, 0.339, -0.893, -0.827, -0.935, -0.610, 0.680, -0.210, 0.488, -0.302, -1.109, -0.666, -1.266, 0.287, 0.941, -0.320, -1.145, -0.716, -0.844, -0.131, 0.353, 0.456, 0.377, 0.567, 0.250, 0.007, -0.146, 1.115, 0.114, 0.484, 0.381, 0.389, 0.485, -0.195, 0.452, 0.358, 0.391, 0.546, 0.171, 0.433, 0.377, 0.414, 0.704, 0.453, 0.383, 0.376, 0.480, 0.197, -0.040, 0.193, -0.692, -0.912, -0.276, 0.664, 0.047, -0.506, -0.812, -0.433, 0.921, 0.231, -0.234, 0.100, -0.554, -0.510, -0.626, -0.005, -0.014, 0.372, 0.362, 0.338, 0.451, 0.224],
  "fmax_ev_per_a": 5.9,
  "charge": -2,
  "lumo_energy_ev": 3.6
}

No. 2
{
  "formula": "C14H34AgCl3O9P2",
  "method": "the ωB97M-V functional and the def2-TZVPD basis",
  "symbols": ["Ag", "C", "O", "H", "H", "H", "C", "C", "O", "P", "O", "O", "C", "C", "O", "C", "C", "H", "H", "H", "H", "H", "H", "H", "H", "H", "H", "H", "H", "H", "H", "H", "C", "C", "O", "P", "O", "O", "C", "C", "O", "C", "C", "H", "H", "H", "H", "H", "H", "H", "H", "H", "H", "H", "H", "H", "H", "H", "C", "Cl", "Cl", "Cl", "H"],
  "coordinates": [[10.51836, 1.31621, 22.19263], [13.24917, 0.63358, 19.77268], [12.27393, 0.78370, 20.68531], [13.26893, -0.28416, 19.16470], [13.50327, 1.40566, 19.03302], [14.22100, 0.53731, 20.29890], [11.77514, -3.99519, 27.05832], [12.32651, -3.52519, 25.72272], [11.56469, -2.41482, 25.23710], [12.07302, -1.64104, 23.94670], [11.28322, -0.47256, 23.54816], [13.61256, -1.38021, 24.23833], [14.30768, -0.33212, 23.53186], [15.32186, -0.99907, 22.62192], [12.12271, -2.83296, 22.84105], [11.07688, -2.85012, 21.84989], [10.66378, -4.27914, 21.56825], [10.70742, -4.18568, 27.03383], [12.32450, -4.88726, 27.38103], [12.13316, -3.36059, 27.87378], [13.35136, -3.19132, 25.90794], [12.37848, -4.34236, 25.00129], [13.59780, 0.23861, 22.93349], [14.77805, 0.33336, 24.25200], [16.14541, -0.34948, 22.31565], [15.85182, -1.86189, 23.03051], [14.79840, -1.40962, 21.75292], [10.18535, -2.39930, 22.29705], [11.35536, -2.29473, 20.95394], [11.50079, -4.88972, 21.22044], [10.16654, -4.70515, 22.43548], [9.99798, -4.33118, 20.70309], [11.11117, 2.42738, 27.69858], [11.94994, 1.94963, 26.51461], [12.55358, 3.14452, 25.97824], [12.71665, 3.40470, 24.40582], [11.84839, 2.58752, 23.54568], [14.29962, 3.35109, 24.20527], [14.75646, 3.46965, 22.81149], [16.24815, 3.36477, 22.88787], [12.45375, 4.97818, 24.30505], [11.07978, 5.46986, 24.16579], [10.80192, 6.30987, 25.38825], [11.51026, 3.27585, 28.25607], [10.12793, 2.78630, 27.37880], [10.89929, 1.67853, 28.46612], [12.73774, 1.27697, 26.85126], [11.26196, 1.47035, 25.81896], [14.25913, 2.70360, 22.20856], [14.40268, 4.39466, 22.35073], [16.68738, 4.26307, 23.31560], [16.68464, 2.46538, 23.31762], [16.64698, 3.30892, 21.86421], [11.18259, 6.05426, 23.25094], [10.36469, 4.65323, 24.06884], [9.80086, 6.74498, 25.37104], [10.89835, 5.72362, 26.30284], [11.51413, 7.12911, 25.48335], [16.33111, -2.16872, 19.11228], [16.16739, -1.42815, 17.53471], [17.98252, -2.49897, 19.63440], [15.32602, -3.62415, 19.25345], [15.84422, -1.42787, 19.73607]],
  "atomic_forces_ev_per_a": [[0.241, -0.157, 0.396], [1.477, -0.286, -1.229], [0.142, -0.012, -0.533], [-0.627, -0.453, 0.530], [-0.800, 0.741, 0.473], [-0.097, -0.072, 0.537], [1.042, -0.182, 0.288], [0.863, -0.648, 1.063], [-0.100, 1.151, -0.743], [0.797, -2.396, -0.109], [-0.402, 0.266, 0.090], [-0.904, 0.359, 0.219], [0.636, -0.432, -0.381], [0.358, -0.377, -0.508], [0.147, 1.380, 0.256], [-1.179, -0.509, 0.389], [0.509, -0.163, -0.858], [-0.024, 0.105, 0.236], [-0.355, -0.421, -0.638], [-0.855, 0.662, -0.197], [-0.036, 0.015, -0.236], [-0.351, 0.223, -0.211], [-0.059, 0.160, 0.131], [-0.102, -0.095, 0.211], [-0.337, 0.355, -0.177], [-0.339, 0.088, 0.583], [0.104, 0.148, -0.116], [0.137, 0.404, -0.248], [0.273, -0.026, 0.101], [0.153, -0.030, 0.518], [0.134, -0.198, -0.023], [-0.323, 0.318, 0.238], [-0.800, 0.263, 0.577], [-0.593, 0.453, 1.346], [0.065, -0.282, -1.671], [0.749, 2.030, 2.202], [0.010, -0.330, -0.414], [-1.437, -0.276, -0.830], [-0.175, -0.459, 0.532], [0.857, 0.173, -1.594], [-0.067, -1.503, -0.280], [0.928, 0.515, 0.261], [-0.144, 0.311, 0.260], [0.596, -0.099, -0.275], [0.070, -0.120, -0.258], [0.217, -0.315, -0.344], [0.039, -0.044, -0.245], [0.456, -0.075, -0.358], [0.287, -0.385, 0.220], [0.257, 0.316, 0.447], [-0.036, -0.126, 0.295], [-0.550, -0.009, 0.593], [-0.176, 0.288, -0.012], [-0.728, 0.026, 0.046], [0.122, -0.036, -0.184], [0.003, -0.086, -0.118], [-0.078, -0.175, -0.102], [0.030, -0.011, -0.195], [-0.640, 0.071, 0.439], [0.363, -0.100, -0.575], [-0.362, 0.263, -0.260], [0.108, 0.010, -0.088], [0.505, -0.205, 0.528]],
  "mulliken_charge": [0.788, -0.644, -0.194, 0.322, 0.399, 0.122, -1.286, -0.024, -0.362, 1.111, -0.470, -0.448, 0.486, -1.266, -0.324, 0.012, -1.376, 0.338, 0.397, 0.324, 0.190, 0.273, -0.177, 0.254, 0.390, 0.402, 0.108, 0.288, 0.196, 0.315, 0.315, 0.420, -1.459, 0.191, -0.266, 0.466, -0.006, -0.307, 0.286, -1.449, -0.366, -0.163, -1.127, 0.323, 0.333, 0.403, 0.338, 0.090, -0.133, 0.436, 0.370, 0.299, 0.433, 0.296, 0.246, 0.383, 0.222, 0.305, 0.865, -0.128, -0.116, -0.125, -0.521],
  "multiplicity": 2,
  "fmax_ev_per_a": 3.1,
  "s_squared": 0.754,
  "charge": 1,
  "lumo_energy_ev": [-3.6, -5.7]
}

The highest charge belongs to which entry?
C14H34AgCl3O9P2

Which of these has the lowest charge?
C52H43BrIN11O6Sr

Which of these has the highest charge?
C14H34AgCl3O9P2